No. 1
# C60H132N12O12

A cluster of 12 separate species, C60H132N12O12 in total at a distorted geometry (wB97M-V/def2-TZVPD, the OMol25 dataset).

lowest unoccupied orbital energy: 0.3 eV
HOMO: -8.10 eV
calculated total energy: -106805.2075 eV
structure (SMILES): CC1(C)CCCC(C)(C)N1O.CC1(C)CCCC(C)(C)N1O.CC1(C)CCCC(C)(C)N1O.CC1(C)CCCC(C)(C)N1O.CN(C)C=O.CN(C)C=O.CN(C)C=O.CN(C)C=O.CN(C)C=O.CN(C)C=O.CN(C)C=O.CN(C)C=O
ΔE to the lowest compared entry with this formula, charge and spin: 19.6 kcal per mole

Structure (ORCA input):
```
! RIJCOSX wB97M-V def2-TZVPD def2/J DEFGRID3
* xyz 0 1
C 3.940 -0.303 -1.387
O 3.611 -1.388 -0.897
N 4.722 0.626 -0.806
C 4.935 1.868 -1.487
C 5.291 0.544 0.548
H 3.689 -0.068 -2.393
H 6.053 1.952 -1.701
H 4.687 2.792 -0.875
H 4.473 1.820 -2.470
H 5.186 -0.540 0.913
H 6.325 0.886 0.542
H 4.745 1.232 1.234
C 2.135 -1.089 -6.639
O 2.943 -0.723 -7.477
N 2.439 -1.605 -5.426
C 1.345 -1.979 -4.526
C 3.782 -1.877 -5.160
H 1.034 -1.032 -6.919
H 0.368 -1.976 -5.106
H 1.157 -1.213 -3.722
H 1.569 -2.883 -4.004
H 3.804 -2.747 -4.442
H 4.266 -2.166 -6.091
H 4.356 -1.067 -4.773
C -2.491 -2.172 6.212
O -3.167 -2.619 5.291
N -2.319 -0.857 6.439
C -1.640 -0.383 7.674
C -2.731 0.108 5.480
H -2.065 -2.903 6.935
H -2.382 -0.005 8.340
H -0.953 0.347 7.378
H -1.228 -1.208 8.258
H -2.501 -0.216 4.453
H -3.776 0.350 5.606
H -2.249 1.087 5.634
C -5.061 -2.229 0.133
O -5.803 -1.328 0.413
N -4.227 -2.904 0.947
C -3.194 -3.768 0.435
C -4.153 -2.569 2.387
H -4.976 -2.706 -0.869
H -3.463 -4.097 -0.584
H -2.986 -4.716 0.990
H -2.286 -3.169 0.368
H -3.312 -1.787 2.521
H -5.101 -2.141 2.640
H -3.944 -3.479 2.969
C 2.203 2.567 3.830
O 2.980 2.084 3.056
N 2.467 3.247 4.975
C 1.411 3.545 5.960
C 3.833 3.279 5.439
H 1.173 2.545 3.515
H 1.413 4.580 6.205
H 1.574 2.910 6.805
H 0.433 3.407 5.455
H 3.933 4.177 6.085
H 4.141 2.409 6.117
H 4.487 3.370 4.611
C 0.486 -6.775 3.407
O 1.610 -7.082 3.105
N 0.027 -6.330 4.633
C -1.331 -5.914 4.773
C 0.917 -6.315 5.712
H -0.318 -6.863 2.629
H -1.872 -5.892 3.830
H -1.336 -4.810 4.975
H -1.769 -6.493 5.653
H 1.343 -5.321 6.007
H 0.421 -6.820 6.617
H 1.842 -6.960 5.501
C 5.349 -3.246 1.158
O 5.996 -2.489 1.838
N 4.644 -4.237 1.712
C 3.951 -5.173 0.863
C 4.822 -4.542 3.085
H 5.245 -3.095 0.063
H 2.959 -5.210 1.351
H 4.475 -6.136 0.916
H 3.996 -4.806 -0.180
H 5.319 -3.682 3.532
H 3.927 -4.811 3.604
H 5.590 -5.428 3.236
C -4.585 3.919 4.576
O -3.381 4.201 4.740
N -5.023 3.049 3.637
C -6.440 2.772 3.481
C -4.197 2.490 2.643
H -5.372 4.217 5.308
H -6.470 1.675 3.649
H -6.778 3.045 2.440
H -6.982 3.355 4.222
H -4.765 2.308 1.683
H -3.418 3.176 2.460
H -3.731 1.511 3.020
C -0.149 -7.395 -1.313
C 0.526 -6.330 -2.177
C 0.850 -6.807 -3.570
C -0.368 -6.722 -4.471
C -0.859 -5.305 -4.434
C -1.350 -4.949 -3.055
N -0.220 -5.042 -2.164
O -0.558 -4.739 -0.893
C -1.663 -3.450 -2.959
C -2.639 -5.709 -2.761
C 1.840 -5.955 -1.472
H -1.179 -7.615 -1.640
H -0.336 -7.023 -0.357
H 0.548 -8.279 -1.358
H 1.580 -6.178 -4.081
H 1.175 -7.854 -3.426
H -1.084 -7.405 -4.097
H -0.147 -7.173 -5.432
H -1.600 -5.049 -5.196
H -0.049 -4.672 -4.722
H -2.177 -3.247 -2.014
H -0.731 -2.825 -3.029
H -2.364 -3.198 -3.826
H -2.557 -6.784 -3.005
H -2.857 -5.656 -1.692
H -3.485 -5.306 -3.391
H 2.432 -6.819 -1.393
H 1.523 -5.460 -0.533
H 2.325 -5.135 -1.991
H -0.157 -3.841 -0.779
C -2.559 8.103 0.461
C -2.948 6.582 0.701
C -3.390 5.856 -0.687
C -2.147 5.717 -1.569
C -1.241 4.783 -0.840
C -0.648 5.345 0.548
N -1.865 5.711 1.302
O -1.442 6.341 2.539
C 0.084 4.262 1.313
C 0.410 6.438 0.230
C -4.110 6.494 1.681
H -3.487 8.682 0.538
H -1.986 8.236 -0.491
H -1.926 8.408 1.363
H -3.814 4.896 -0.349
H -4.237 6.332 -1.152
H -1.663 6.690 -1.667
H -2.357 5.294 -2.535
H -0.277 4.666 -1.403
H -1.731 3.868 -0.711
H 0.716 3.575 0.630
H 0.750 4.704 2.079
H -0.629 3.651 1.873
H 0.445 7.103 1.097
H 1.385 6.004 -0.023
H 0.076 7.167 -0.469
H -3.674 6.740 2.668
H -4.590 5.490 1.682
H -4.914 7.169 1.403
H -1.645 5.718 3.265
C 0.703 6.212 -4.167
C 0.343 5.669 -5.555
C 1.624 5.569 -6.398
C 2.627 4.491 -6.039
C 1.840 3.142 -6.093
C 0.635 3.182 -5.242
N -0.195 4.352 -5.589
O -1.353 4.289 -4.762
C -0.218 1.989 -5.658
C 0.882 3.069 -3.725
C -0.606 6.670 -6.232
H 0.008 5.717 -3.484
H 0.733 7.294 -3.986
H 1.711 5.806 -4.020
H 1.188 5.435 -7.408
H 2.059 6.548 -6.293
H 3.164 4.654 -5.122
H 3.355 4.392 -6.844
H 2.504 2.360 -5.833
H 1.638 3.004 -7.161
H 0.359 1.048 -5.520
H -1.120 1.887 -5.137
H -0.452 2.063 -6.743
H 0.009 3.314 -3.186
H 1.206 2.075 -3.331
H 1.705 3.782 -3.519
H -0.116 7.600 -6.097
H -1.538 6.771 -5.707
H -0.844 6.460 -7.272
H -2.046 4.294 -5.444
C -0.915 -0.205 -1.252
C -0.097 -0.300 0.080
C -0.991 0.203 1.203
C -0.331 0.008 2.536
C -0.255 -1.576 2.757
C 0.720 -2.161 1.680
N 0.239 -1.683 0.348
O 0.951 -2.331 -0.693
C 2.158 -1.719 1.964
C 0.637 -3.677 1.799
C 1.175 0.622 -0.037
H -0.482 -0.841 -2.030
H -0.983 0.799 -1.598
H -1.967 -0.643 -1.176
H -1.098 1.238 1.034
H -1.882 -0.378 1.166
H -0.936 0.378 3.350
H 0.671 0.374 2.531
H -1.224 -2.102 2.458
H 0.067 -1.843 3.762
H 2.276 -0.703 2.277
H 2.579 -2.394 2.733
H 2.817 -1.945 1.093
H -0.395 -3.988 1.617
H 1.300 -4.233 1.140
H 0.911 -3.877 2.862
H 0.866 1.642 -0.137
H 1.622 0.375 -0.974
H 1.971 0.561 0.690
H 1.877 -1.953 -0.781
*
```

Here are the Löwdin charges for atoms 1 to 99, given in e: C -0.31; O -0.04; N -0.18; C -0.07; C -0.01; H 0.11; H 0.11; H 0.11; H 0.07; H 0.09; H 0.09; H 0.09; C -0.36; O 0.00; N -0.20; C -0.05; C -0.07; H 0.14; H 0.10; H 0.08; H 0.06; H 0.11; H 0.09; H 0.07; C -0.34; O -0.01; N -0.17; C -0.02; C -0.06; H 0.14; H 0.08; H 0.06; H 0.09; H 0.07; H 0.09; H 0.10; C -0.38; O 0.02; N -0.18; C -0.08; C -0.03; H 0.13; H 0.06; H 0.11; H 0.07; H 0.09; H 0.07; H 0.08; C -0.37; O 0.03; N -0.18; C -0.03; C -0.06; H 0.11; H 0.07; H 0.08; H 0.09; H 0.09; H 0.12; H 0.07; C -0.35; O 0.01; N -0.24; C -0.07; C -0.10; H 0.14; H 0.08; H 0.08; H 0.11; H 0.09; H 0.11; H 0.11; C -0.37; O 0.00; N -0.21; C -0.05; C -0.06; H 0.13; H 0.07; H 0.10; H 0.09; H 0.08; H 0.07; H 0.13; C -0.31; O -0.04; N -0.23; C -0.05; C -0.06; H 0.14; H 0.10; H 0.11; H 0.08; H 0.12; H 0.05; H 0.11; C -0.01; C -0.50; C -0.13



No. 2
# C26H31AsAuN5O3S

A structure of composition C26H31AsAuN5O3S at a distorted geometry (wB97M-V/def2-TZVPD, the OMol25 dataset).

lowest unoccupied orbital energy (spin up / spin down): -5.0 / -9.4 eV
HOMO (spin up / spin down): -12.98 / -13.43 eV
calculated total energy: -116409.4784 eV
⟨S²⟩: 2.022

Structure (ORCA input):
```
! RIJCOSX wB97M-V def2-TZVPD def2/J DEFGRID3
* xyz 2 3
Au -0.636 -1.002 -0.520
C -3.456 -1.929 -1.595
N -2.275 -1.423 -2.272
C -1.672 -2.257 -3.299
C -0.186 -2.087 -3.290
N 0.502 -1.636 -2.259
C 1.830 -1.657 -2.610
C 2.976 -1.265 -1.923
C 4.186 -1.415 -2.574
C 4.265 -1.944 -3.867
C 3.138 -2.336 -4.559
C 1.919 -2.180 -3.917
N 0.623 -2.432 -4.308
C -3.594 -1.257 -0.268
N -2.571 -0.826 0.444
C -3.073 -0.301 1.609
C -2.445 0.280 2.706
C -3.249 0.667 3.759
C -4.639 0.497 3.727
C -5.278 -0.068 2.642
C -4.475 -0.458 1.581
N -4.757 -1.065 0.376
H -4.385 -1.799 -2.168
H -3.323 -3.006 -1.426
H -2.415 -0.473 -2.598
H -1.896 -3.308 -3.075
H -2.057 -2.043 -4.307
H 2.903 -0.810 -0.945
H 5.091 -1.105 -2.074
H 5.226 -2.030 -4.348
H 3.198 -2.736 -5.557
H 0.352 -2.796 -5.207
H -1.371 0.412 2.710
H -2.805 1.110 4.636
H -5.231 0.815 4.571
H -6.348 -0.202 2.617
H -5.678 -1.307 0.043
C -0.335 -2.651 2.593
As 0.900 -1.870 1.284
C 1.612 -3.498 0.471
C 2.384 -1.393 2.452
H 0.215 -3.403 3.168
H -1.178 -3.126 2.091
H -0.715 -1.892 3.275
H 1.950 -4.169 1.266
H 2.454 -3.251 -0.173
H 0.848 -4.001 -0.122
H 2.535 -2.213 3.161
H 2.171 -0.465 2.983
H 3.284 -1.247 1.853
C 1.660 7.131 1.737
C 1.549 5.724 1.259
C 0.315 5.074 1.267
C 0.189 3.761 0.838
C 1.307 3.146 0.324
C 2.557 3.727 0.344
C 2.671 5.033 0.793
S 1.142 1.494 -0.435
O 2.079 1.415 -1.512
O -0.266 1.327 -0.810
O 1.457 0.641 0.724
H 0.750 7.459 2.231
H 1.833 7.777 0.874
H 2.505 7.276 2.407
H -0.562 5.599 1.613
H -0.765 3.261 0.849
H 3.416 3.197 -0.036
H 3.640 5.512 0.775
*
```

So, what does the Löwdin scheme give us? The charges, in e, come out as: Au 0.90; C -0.11; N -0.11; C -0.10; C -0.28; N 0.05; C -0.22; C -0.05; C -0.05; C -0.05; C 0.00; C -0.16; N 0.19; C -0.28; N 0.04; C -0.21; C -0.02; C -0.06; C -0.06; C 0.01; C -0.17; N 0.19; H 0.14; H 0.14; H 0.14; H 0.14; H 0.14; H 0.08; H 0.11; H 0.11; H 0.12; H 0.18; H 0.10; H 0.11; H 0.12; H 0.12; H 0.18; C -0.27; As 1.07; C -0.27; C -0.24; H 0.04; H 0.03; H 0.02; H 0.04; H 0.02; H 0.03; H 0.05; H 0.03; H 0.04; C 0.01; C -0.18; C 0.04; C 0.01; C -0.17; C 0.02; C 0.04; S 0.44; O -0.26; O -0.40; O -0.43; H 0.10; H 0.12; H 0.11; H 0.14; H 0.13; H 0.14; H 0.14



No. 3
# C20H23NO2S

The molecule C20H23NO2S (wB97M-V/def2-TZVPD, the OMol25 dataset).

lowest unoccupied orbital energy: 0.5 eV
HOMO: -7.65 eV
calculated total energy: -37533.2615 eV
structure (SMILES): COc1cc(C(=S)N2CCCC2)ccc1OCc1ccc(C)cc1
ΔE to the lowest compared entry with this formula, charge and spin: 24.4 kcal per mole

Structure (ORCA input):
```
! RIJCOSX wB97M-V def2-TZVPD def2/J DEFGRID3
* xyz 0 1
C -1.211 -1.513 2.833
H -2.090 -1.609 3.468
O -1.576 -2.070 1.597
C -0.653 -2.091 0.588
C 0.653 -1.653 0.734
C 1.573 -1.764 -0.305
C 1.194 -2.368 -1.492
C -0.120 -2.754 -1.668
C -1.067 -2.586 -0.665
O -2.350 -2.931 -0.982
C -3.408 -2.152 -0.439
C -3.103 -0.676 -0.427
C -3.440 0.115 0.663
C -3.089 1.451 0.698
C -2.384 2.032 -0.350
C -2.066 1.243 -1.447
C -2.426 -0.091 -1.490
H -2.169 -0.689 -2.352
H -1.529 1.676 -2.279
C -2.000 3.480 -0.302
H -2.855 4.102 -0.566
H -1.679 3.763 0.699
H -1.197 3.693 -1.003
H -3.354 2.052 1.556
H -3.971 -0.324 1.496
H -4.258 -2.363 -1.099
H -3.656 -2.492 0.572
H -0.450 -3.182 -2.602
H 1.916 -2.503 -2.282
C 2.950 -1.268 -0.114
N 3.126 0.052 -0.029
C 2.101 1.053 -0.268
C 2.774 2.360 0.140
H 2.683 2.507 1.217
C 4.235 2.115 -0.233
H 4.375 2.253 -1.306
C 4.436 0.649 0.139
H 4.758 0.533 1.180
H 5.163 0.133 -0.493
H 4.922 2.772 0.295
H 2.345 3.221 -0.367
H 1.832 1.061 -1.332
H 1.196 0.842 0.304
S 4.208 -2.327 0.011
H 0.988 -1.244 1.675
H -0.952 -0.453 2.734
H -0.378 -2.055 3.291
*
```

So, what does the Löwdin scheme give us? The charges, in e, come out as: C -0.08; H 0.10; O -0.10; C -0.18; C 0.03; C -0.27; C -0.03; C 0.01; C -0.22; O -0.02; C -0.13; C -0.21; C -0.04; C -0.04; C -0.29; C -0.04; C -0.02; H 0.12; H 0.11; C -0.05; H 0.08; H 0.08; H 0.07; H 0.11; H 0.12; H 0.14; H 0.12; H 0.12; H 0.11; C -0.76; N -0.12; C -0.14; C -0.16; H 0.12; C -0.16; H 0.11; C -0.19; H 0.13; H 0.09; H 0.11; H 0.11; H 0.13; H 0.11; S 0.68; H 0.12; H 0.10; H 0.10



No. 4
# C48H93Br9Hg2N5O5

A structure of composition C48H93Br9Hg2N5O5 at a distorted geometry (wB97M-V/def2-TZVPD, the OMol25 dataset).

lowest unoccupied orbital energy: 0.6 eV
HOMO: -2.78 eV
calculated total energy: -707688.0042 eV
ΔE to the lowest compared entry with this formula, charge and spin: 118.3 kcal per mole

Structure (ORCA input):
```
! RIJCOSX wB97M-V def2-TZVPD def2/J DEFGRID3
* xyz -1 1
Hg 1.070 0.587 -0.944
Hg -2.711 -1.004 -0.612
C 1.641 -0.012 2.477
C 0.441 0.936 2.643
C 1.049 2.222 3.191
C 0.011 3.349 3.193
C -0.454 3.618 1.748
C -1.061 2.411 1.124
N -0.213 1.175 1.344
O -0.743 0.014 0.732
C -1.241 2.786 -0.421
C -2.609 2.265 1.600
C -0.472 0.246 3.728
H 2.472 0.355 1.874
H 1.370 -0.964 2.022
H 2.117 -0.237 3.432
H 1.889 2.620 2.622
H 1.397 2.137 4.220
H 0.388 4.255 3.668
H -0.747 3.013 3.900
H 0.303 4.102 1.132
H -1.227 4.387 1.768
H -1.979 2.182 -0.949
H -0.355 2.689 -1.048
H -1.571 3.824 -0.458
H -2.850 2.748 2.546
H -3.048 1.268 1.652
H -3.385 2.654 0.941
H -0.132 0.441 4.745
H -0.646 -0.825 3.631
H -1.456 0.707 3.814
C -0.784 -3.496 -1.256
C -1.078 -3.035 -2.711
C -2.142 -4.091 -3.257
C -2.929 -3.704 -4.518
C -3.544 -2.349 -4.279
C -2.553 -1.231 -3.853
N -1.715 -1.714 -2.674
O -0.867 -0.604 -2.233
C -3.512 -0.072 -3.445
C -1.680 -0.815 -5.078
C 0.164 -3.112 -3.659
H -0.181 -2.777 -0.701
H -0.204 -4.417 -1.328
H -1.650 -3.709 -0.630
H -2.929 -4.254 -2.520
H -1.607 -4.999 -3.533
H -3.776 -4.373 -4.670
H -2.443 -3.891 -5.476
H -4.427 -2.439 -3.646
H -3.991 -2.034 -5.222
H -3.971 -0.224 -2.469
H -4.338 0.190 -4.106
H -2.955 0.834 -3.211
H -1.512 -1.533 -5.881
H -0.683 -0.558 -4.719
H -2.052 0.054 -5.620
H 0.920 -2.347 -3.480
H -0.033 -3.139 -4.730
H 0.602 -4.086 -3.437
C 4.212 -3.099 1.540
C 5.124 -2.324 0.488
C 6.385 -3.173 0.141
C 6.072 -4.348 -0.797
C 5.375 -3.855 -2.115
C 4.152 -3.027 -1.863
N 4.368 -1.955 -0.807
O 3.382 -0.925 -0.669
C 2.865 -3.898 -1.497
C 3.892 -2.481 -3.262
C 5.761 -1.058 1.173
H 4.790 -3.124 2.464
H 4.091 -4.156 1.307
H 3.230 -2.637 1.641
H 6.891 -3.507 1.047
H 7.177 -2.589 -0.329
H 5.517 -5.174 -0.351
H 7.020 -4.817 -1.060
H 5.078 -4.753 -2.656
H 6.168 -3.473 -2.758
H 2.468 -4.446 -2.351
H 1.979 -3.359 -1.161
H 2.982 -4.676 -0.742
H 3.033 -1.836 -3.075
H 3.607 -3.249 -3.981
H 4.686 -1.903 -3.735
H 6.454 -1.463 1.911
H 4.952 -0.457 1.588
H 6.243 -0.362 0.488
C -2.634 -2.796 2.018
C -4.114 -2.398 2.152
C -4.122 -1.442 3.407
C -5.601 -0.874 3.743
C -6.161 -0.124 2.520
C -6.076 -0.897 1.175
N -4.728 -1.655 1.017
O -4.650 -2.358 -0.256
C -6.355 0.248 0.071
C -7.359 -1.831 1.280
C -4.923 -3.679 2.395
H -2.141 -1.881 1.690
H -2.587 -3.585 1.268
H -2.173 -3.311 2.861
H -3.440 -0.596 3.323
H -3.801 -2.023 4.272
H -5.425 -0.074 4.462
H -6.158 -1.746 4.086
H -5.506 0.747 2.495
H -7.183 0.178 2.746
H -6.411 -0.346 -0.841
H -5.667 1.093 0.060
H -7.271 0.742 0.394
H -8.269 -1.262 1.468
H -7.347 -2.494 2.146
H -7.388 -2.444 0.379
H -5.745 -3.401 3.054
H -4.325 -4.461 2.864
H -5.370 -4.167 1.529
C 4.522 3.411 -2.055
C 3.130 3.094 -1.559
C 2.429 4.461 -1.215
C 1.806 5.204 -2.459
C 0.850 4.271 -3.178
C 1.450 2.926 -3.611
N 2.242 2.319 -2.485
O 2.759 0.986 -2.723
C 2.300 3.116 -4.871
C 0.240 2.000 -4.059
C 3.256 2.431 -0.079
H 5.221 3.835 -1.334
H 4.422 4.209 -2.789
H 5.019 2.509 -2.412
H 3.135 5.197 -0.832
H 1.556 4.207 -0.614
H 2.523 5.505 -3.223
H 1.255 6.055 -2.057
H 0.393 4.846 -3.984
H -0.037 4.129 -2.561
H 2.593 2.177 -5.341
H 3.281 3.545 -4.667
H 1.923 3.666 -5.733
H -0.259 2.363 -4.958
H -0.524 1.961 -3.283
H 0.660 1.026 -4.312
H 4.012 1.668 0.105
H 2.236 2.108 0.125
H 3.394 3.166 0.715
C -3.583 6.866 2.139
Br -3.670 5.486 0.670
Br -3.773 8.764 1.511
Br -1.945 6.634 3.176
H -4.454 6.733 2.781
C 5.588 -0.480 6.165
Br 4.176 0.746 5.356
Br 7.089 0.369 7.250
Br 6.197 -1.826 4.753
H 4.982 -1.118 6.808
C 1.450 3.550 7.802
Br 0.256 2.725 9.165
Br 3.205 4.116 8.547
Br 0.714 5.174 6.977
H 1.576 2.804 7.018
*
```

Here are the Löwdin charges for atoms 1 to 99, given in e: Hg 1.24; Hg 1.27; C -0.07; C -0.48; C -0.15; C -0.18; C -0.18; C -0.41; N -0.19; O -0.36; C -0.05; C -0.06; C -0.02; H 0.06; H 0.07; H 0.04; H 0.11; H 0.09; H 0.08; H 0.10; H 0.11; H 0.01; H 0.06; H 0.02; H 0.04; H 0.07; H 0.04; H 0.01; H 0.07; H 0.07; H 0.06; C -0.05; C -0.46; C -0.12; C -0.20; C -0.17; C -0.44; N -0.23; O -0.38; C -0.06; C -0.02; C -0.02; H 0.07; H 0.08; H 0.05; H 0.11; H 0.11; H 0.10; H 0.10; H 0.12; H 0.11; H 0.02; H 0.09; H 0.06; H 0.07; H 0.05; H 0.08; H 0.07; H 0.07; H 0.06; C -0.02; C -0.43; C -0.16; C -0.18; C -0.16; C -0.47; N -0.13; O -0.30; C -0.03; C -0.06; C -0.07; H 0.02; H 0.06; H 0.06; H 0.10; H 0.11; H 0.09; H 0.09; H 0.11; H 0.11; H 0.05; H 0.05; H 0.06; H 0.06; H 0.08; H 0.09; H 0.02; H 0.05; H 0.08; C -0.06; C -0.52; C -0.10; C -0.16; C -0.18; C -0.42; N -0.20; O -0.33; C -0.03; C -0.04